# C5H9ClN2

A molecular structure, C5H9ClN2 at a distorted geometry (the ωB97M-V functional and the def2-TZVPD basis, the OMol25 dataset).

Last column: natural (NBO) charge in e.
Element x y z (Å)
C (-0.900, -0.572, 0.576)  -0.20
C (-1.610, 0.778, 0.697)  -0.41
C (-0.981, 1.224, -0.679)  -0.41
C (-0.094, -0.011, -0.523)  -0.10
C (2.037, -0.979, -0.321)  0.26
H (-0.472, -1.322, 1.248)  0.24
H (-1.273, 1.408, 1.497)  0.21
H (-2.689, 0.773, 0.717)  0.23
H (-0.576, 2.165, -0.570)  0.22
H (-1.609, 1.034, -1.624)  0.23
H (-0.145, -0.715, -1.352)  0.21
H (1.275, 0.671, 0.782)  0.31
H (1.591, -1.768, -0.975)  0.16
H (3.245, -0.181, 0.864)  0.33
N (1.292, 0.215, -0.419)  -0.56
N (3.072, -1.081, 0.283)  -0.62
Cl (-2.162, -1.639, -0.202)  -0.11

***

# CH3IOS2

A molecular structure, CH3IOS2 at a distorted geometry (the ωB97M-V functional and the def2-TZVPD basis, the OMol25 dataset).

Last column: Löwdin spin population.
Element x y z (Å)
C (0.310, 0.382, -0.194)  0.46
O (-0.543, -2.214, -0.644)  0.02
S (-2.629, -0.621, 0.327)  0.06
S (-0.825, -1.145, 0.267)  0.02
I (2.250, -0.368, 0.109)  1.40
H (0.089, 0.432, -1.345)  0.01
H (0.275, 1.127, 0.603)  0.03
H (-0.158, -1.630, 1.453)  0.00

Summary:
**Multiplicity**: 3

***

# CH5N2P

2 unconnected molecules or ions with the total composition CH5N2P at a distorted geometry (the ωB97M-V functional and the def2-TZVPD basis, the OMol25 dataset).

Last column: natural (NBO) charge in e.
Element x y z (Å)
C (1.380, -0.153, -0.622)  -0.06
N (1.268, 0.626, 0.313)  -0.60
N (-3.068, 0.745, -0.543)  -1.10
P (-2.374, -0.167, 0.507)  0.82
H (-1.508, 0.591, 1.292)  -0.11
H (2.057, -1.023, -0.508)  0.14
H (1.245, 0.277, -1.622)  0.17
H (-3.776, 0.584, -1.215)  0.39
H (1.596, 0.360, 1.299)  0.34

Summary:
**SMILES string**: [H]/N=P/[H].C=N

***

# C2H8NO

2 unconnected molecules or ions with the total composition C2H8NO at a distorted geometry (the ωB97M-V functional and the def2-TZVPD basis, the OMol25 dataset).

Last column: Löwdin spin population.
Element x y z (Å)
O (-0.333, -0.269, -2.605)  0.00
H (0.325, 0.651, -0.457)  0.01
H (-0.117, -0.906, -3.257)  0.00
H (-0.896, 0.253, -3.153)  0.00
C (0.167, 0.939, 1.573)  0.03
C (0.149, -1.142, 0.614)  0.54
N (0.254, 0.116, 0.380)  0.30
H (1.308, 1.199, 1.737)  0.01
H (-0.245, 0.516, 2.410)  0.01
H (-0.338, 1.865, 1.353)  0.00
H (0.324, -1.968, -0.047)  0.05
H (-0.598, -1.252, 1.452)  0.05

Summary:
**Multiplicity**: 2

***

| no. | E (Eh) |
| --- | --- |
| 1 | -765.504003 |
| 2 | -1208.953401 |
| 3 | -491.855253 |
| 4 | -210.878431 |